DFT (ωB97M-V/def2-TZVPD) results for a molecular structure, C7H15BrNO4P.

XYZ file:
```
29
Properties=species:S:1:pos:R:3:nbo_charge:R:1
C 2.13 2.30 1.06 -0.619
C 1.58 1.09 -1.16 -0.632
C -1.45 -1.57 -2.23 -0.627
C 0.31 -2.57 -0.57 -0.636
C 1.12 2.01 -0.03 0.101
C -1.09 -1.97 -0.79 0.142
C -1.65 0.31 2.26 -0.622
N -2.77 0.84 1.37 0.149
O -2.81 2.02 1.19 -0.243
O 0.89 -0.71 1.73 -1.067
O -0.09 1.47 0.59 -0.829
O -1.21 -0.75 0.01 -0.851
P -0.28 -0.07 1.10 2.392
Br -2.15 -1.42 2.80 0.072
H 2.58 1.40 1.45 0.227
H 3.10 2.71 0.53 0.202
H 1.77 2.96 1.78 0.218
H 1.60 0.05 -0.85 0.209
H 2.71 1.43 -1.40 0.221
H 0.95 1.15 -2.05 0.223
H -2.48 -1.09 -2.12 0.225
H -0.76 -0.77 -2.48 0.205
H -1.40 -2.27 -2.98 0.217
H 1.06 -1.69 -0.62 0.207
H 0.51 -3.23 -1.45 0.223
H 0.24 -2.95 0.42 0.237
H 0.89 3.03 -0.27 0.197
H -1.86 -2.68 -0.46 0.187
H -1.44 0.97 3.17 0.271
```

Energy above the lowest of the compared OMol25 structures with the same formula, charge and spin (eV): 2.7624
Molecular weight (g mol⁻¹): 288.08
Max |F| (Eh/bohr): 0.097
Gap between HOMO and LUMO (eV): 9.029
Highest occupied orbital energy (eV): -9.21

***

DFT (ωB97M-V/def2-TZVPD) results for a molecular structure, C7H15BrNO5Sr.

XYZ file:
```
30
Properties=species:S:1:pos:R:3:mulliken_charge:R:1
Sr 1.03 0.88 -0.07 1.549
O 1.29 -1.25 -1.68 -0.788
C 2.56 -1.55 -2.18 -0.538
C 3.70 -0.66 -1.60 -0.581
O 3.52 0.66 -1.02 -0.847
H 2.57 -1.31 -3.25 0.209
H 2.87 -2.59 -2.29 0.246
H 4.62 -0.80 -2.16 0.359
H 3.97 -1.28 -0.74 0.159
O 1.32 3.48 -0.10 -0.946
C 0.33 3.98 -1.00 -0.432
C -0.23 3.05 -2.17 -0.326
O -0.52 1.65 -1.92 -0.911
H 0.84 4.84 -1.43 0.289
H -0.52 4.36 -0.45 0.107
H 0.62 3.01 -2.85 0.101
H -1.07 3.45 -2.74 0.342
Br 2.19 0.57 2.62 -0.949
C -1.77 -0.31 1.77 0.044
O -0.83 -0.14 0.97 -0.492
N -2.31 -1.56 2.07 0.206
C -3.40 -1.66 3.01 -0.957
C -1.87 -2.82 1.43 -1.041
H -2.37 0.50 2.22 0.221
H -3.19 -1.84 4.06 0.274
H -4.06 -2.48 2.70 0.345
H -3.95 -0.71 3.03 0.315
H -0.82 -2.90 1.16 0.313
H -1.96 -3.72 2.04 0.365
H -2.56 -2.86 0.59 0.364
```

Net charge: -3
Molecular weight (g mol⁻¹): 360.72
Max |F| (Eh/bohr): 0.097
Gap between HOMO and LUMO (eV): 2.252
Highest occupied orbital energy (eV): 3.73

***

DFT (ωB97M-V/def2-TZVPD) results for 3 unconnected molecules or ions with the total composition C7H15Cl3N2O2.

XYZ file:
```
29
Properties=species:S:1:pos:R:3:nbo_charge:R:1
C 1.82 -2.87 2.37 -0.379
Cl 1.53 -3.87 3.84 -0.210
Cl 0.26 -2.58 1.51 -0.302
Cl 2.87 -3.71 1.21 -0.197
H 2.27 -1.97 2.77 0.195
C 0.24 0.91 1.02 0.530
O 1.40 0.99 1.39 -0.642
N -0.66 1.91 1.12 -0.433
C -2.08 1.72 1.07 -0.409
C -0.27 3.27 1.60 -0.419
H -0.21 0.04 0.51 0.134
H -2.59 1.91 2.01 0.174
H -2.42 0.79 0.63 0.229
H -2.38 2.56 0.44 0.190
H -0.81 4.07 1.10 0.190
H -0.54 3.25 2.66 0.192
H 0.77 3.54 1.41 0.229
C -0.31 0.65 -2.28 0.523
O -1.45 1.07 -2.05 -0.666
N 0.01 -0.64 -2.15 -0.419
C 1.33 -1.05 -2.40 -0.418
C -0.91 -1.73 -1.89 -0.466
H 0.47 1.32 -2.67 0.117
H 1.51 -1.83 -1.66 0.234
H 2.10 -0.29 -2.47 0.211
H 1.44 -1.39 -3.43 0.169
H -1.83 -1.47 -1.37 0.228
H -1.13 -1.99 -2.93 0.183
H -0.44 -2.57 -1.37 0.234
```

Energy above the lowest of the compared OMol25 structures with the same formula, charge and spin (eV): 0.0677
Net charge: -1
Molecular weight (g mol⁻¹): 265.57
Multiplicity: 2
⟨S²⟩: 0.75
Max |F| (Eh/bohr): 0.054
Gap between HOMO and LUMO (spin up / spin down) (eV): 2.524 / 9.197
Highest occupied orbital energy (spin up / spin down) (eV): 0.45 / -6.27

***

DFT (ωB97M-V/def2-TZVPD) results for a single C7H15ClSi molecule.

XYZ file:
```
24
Properties=species:S:1:pos:R:3:nbo_charge:R:1
C -0.07 -1.58 1.88 -0.546
C 0.46 -1.25 0.49 -0.522
C -1.56 -1.86 1.70 0.109
C -2.60 -0.79 1.39 -0.702
C 2.36 -0.07 -1.24 -1.079
C 0.44 2.08 0.25 -1.068
C -0.51 0.14 -2.14 -1.065
Si 0.62 0.33 -0.59 1.511
Cl -1.89 -3.61 1.36 -0.060
H 0.32 -2.57 2.33 0.228
H 0.08 -0.67 2.51 0.214
H 0.67 -2.16 -0.04 0.188
H -2.92 -1.00 0.33 0.228
H -2.30 0.22 1.61 0.231
H -3.46 -0.84 1.98 0.229
H 2.94 -0.42 -0.37 0.242
H 2.31 -0.68 -2.12 0.238
H 2.67 0.87 -1.56 0.221
H -0.29 2.06 1.03 0.232
H 1.39 2.43 0.58 0.235
H 0.03 2.79 -0.48 0.239
H -0.60 -0.94 -2.10 0.232
H -1.48 0.51 -2.05 0.232
H 0.13 0.39 -2.94 0.231
```

Energy above the lowest of the compared OMol25 structures with the same formula, charge and spin (eV): 3.3379
Molecular weight (g mol⁻¹): 162.74
Max |F| (Eh/bohr): 0.067
Gap between HOMO and LUMO (spin up / spin down) (eV): 8.395 / 7.760
Highest occupied orbital energy (spin up / spin down) (eV): -7.86 / -7.60

***

DFT (ωB97M-V/def2-TZVPD) results for a molecular structure, C7H15CrN2O2S4SbSi.

XYZ file:
```
33
Properties=species:S:1:pos:R:3:nbo_charge:R:1
Cr 0.44 -0.03 -0.22 0.930
C -0.44 -0.53 4.32 -0.259
O -1.32 -1.20 3.42 -0.496
C -0.95 -1.09 2.13 0.916
O 0.12 -0.59 1.78 -0.663
N -1.82 -1.65 1.26 -0.459
N -1.56 -1.41 -0.11 -0.724
H -0.73 -0.85 5.31 0.192
H -0.56 0.55 4.21 0.201
H 0.60 -0.79 4.11 0.206
H -2.78 -1.84 1.55 0.401
H -2.31 -0.81 -0.56 0.431
H -1.56 -2.29 -0.62 0.377
S -3.50 0.32 -1.83 -0.874
Sb -1.58 1.58 -2.09 1.360
S 0.29 0.05 -2.50 -0.650
S -0.80 1.88 0.22 -0.625
S -1.68 3.43 -3.39 -0.778
C 5.88 -1.33 1.16 -1.081
Si 5.39 0.15 0.04 1.573
C 6.04 -0.10 -1.74 -1.084
C 6.21 1.72 0.76 -1.084
C 3.56 0.26 0.01 -0.590
C 2.34 0.31 -0.06 -0.292
H 6.96 -1.48 1.21 0.220
H 5.44 -2.26 0.79 0.231
H 5.52 -1.18 2.17 0.230
H 7.12 -0.14 -1.81 0.220
H 5.69 0.71 -2.37 0.241
H 5.65 -1.03 -2.17 0.234
H 7.29 1.65 0.73 0.222
H 5.91 1.87 1.80 0.231
H 5.91 2.60 0.20 0.238
```

Net charge: -1
Molecular weight (g mol⁻¹): 489.32
Multiplicity: 4
⟨S²⟩: 3.85
Max |F| (Eh/bohr): 0.030
Gap between HOMO and LUMO (spin up / spin down) (eV): 6.759 / 7.010
Highest occupied orbital energy (spin up / spin down) (eV): -4.72 / -4.76

***

DFT (ωB97M-V/def2-TZVPD) results for a molecular structure, C7H15CuNO2.

XYZ file:
```
26
Properties=species:S:1:pos:R:3:nbo_charge:R:1
C -2.12 -1.94 0.45 -0.608
C -0.84 -2.04 -0.37 -0.402
C -0.58 -0.89 -1.35 -0.414
C 0.29 0.24 -0.78 0.079
C -0.58 1.16 0.03 -0.257
N 0.18 2.14 0.84 -0.566
C 1.01 1.47 1.82 -0.528
O 0.73 1.03 -1.90 -0.516
C 2.04 0.93 -2.17 0.656
O 2.67 -0.05 -2.05 -0.566
H -2.98 -1.76 -0.17 0.218
H -2.07 -1.25 1.27 0.184
H -2.29 -2.91 0.90 0.221
H -0.92 -2.94 -0.96 0.224
H 0.02 -2.20 0.28 0.184
H 0.00 -1.30 -2.16 0.235
H -1.49 -0.43 -1.72 0.213
H 1.12 -0.18 -0.24 0.180
H -1.24 0.59 0.69 0.187
H -1.22 1.68 -0.66 0.240
H -0.52 2.63 1.39 0.373
H 1.14 2.09 2.70 0.220
H 0.55 0.51 2.16 0.167
H 2.00 1.25 1.36 0.165
H 2.50 1.86 -2.48 0.129
Cu 2.60 0.31 3.10 0.986
```

Net charge: +1
Molecular weight (g mol⁻¹): 208.75
Max |F| (Eh/bohr): 0.056
Gap between HOMO and LUMO (eV): 6.582
Highest occupied orbital energy (eV): -13.36

***

DFT (ωB97M-V/def2-TZVPD) results for a molecular structure, C7H15LuN2O.

XYZ file:
```
26
Properties=species:S:1:pos:R:3:nbo_charge:R:1
C -1.97 -0.55 1.62 -0.632
C -1.74 -0.52 0.10 -0.219
N -0.30 -0.20 -0.23 -0.560
C -0.17 0.86 -1.26 -0.219
C -0.12 2.27 -0.66 -0.496
C 1.13 2.60 0.16 0.400
N 2.21 1.87 0.26 -0.624
C 0.38 -1.36 -0.63 0.833
C 1.36 -1.94 0.34 -0.752
O 0.18 -1.94 -1.70 -0.729
H -2.51 -1.44 1.93 0.245
H -1.01 -0.58 2.13 0.210
H -2.48 0.34 1.97 0.238
H -2.41 0.14 -0.43 0.231
H -1.93 -1.53 -0.27 0.202
H 0.70 0.68 -1.89 0.215
H -1.03 0.86 -1.93 0.245
H -0.93 2.43 0.05 0.277
H -0.26 3.01 -1.46 0.300
H 0.85 2.81 1.19 0.214
H 2.25 1.22 1.03 0.457
H 2.59 1.51 -0.61 0.411
H 2.17 -1.26 0.62 0.267
H 1.85 -2.84 -0.04 0.218
H 0.85 -2.20 1.27 0.294
Lu 0.33 -4.24 -1.58 0.973
```

Net charge: +2
Molecular weight (g mol⁻¹): 318.18
Max |F| (Eh/bohr): 0.096
Gap between HOMO and LUMO (eV): 4.584
Highest occupied orbital energy (eV): -13.72

***

DFT (ωB97M-V/def2-TZVPD) results for 2 unconnected molecules or ions with the total composition C7H15N.

XYZ file:
```
23
Properties=species:S:1:pos:R:3:nbo_charge:R:1
C 0.46 0.75 -3.59 -0.627
C 0.87 -0.16 -2.46 -0.337
C 0.07 -1.05 -1.89 -0.037
N 0.44 -1.93 -0.87 -0.883
H -0.58 0.59 -3.87 0.200
H 0.60 1.79 -3.32 0.201
H 1.09 0.57 -4.47 0.192
H 1.90 -0.09 -2.11 0.183
H -0.94 -1.19 -2.25 0.173
H -0.22 -1.95 -0.09 0.368
H 1.38 -1.74 -0.54 0.348
C -1.65 1.40 1.01 -0.676
C -0.97 0.76 2.17 -0.289
C 0.14 0.04 2.08 -0.342
C 0.80 -0.63 3.25 -1.014
H -1.18 1.06 0.08 0.211
H -2.70 1.12 0.95 0.195
H -1.59 2.49 1.03 0.197
H -1.48 0.77 3.13 0.185
H 0.61 -0.16 1.13 0.181
H 0.25 -0.45 4.17 0.193
H 0.86 -1.71 3.10 0.184
H 1.83 -0.29 3.38 0.194
```

Energy above the lowest of the compared OMol25 structures with the same formula, charge and spin (eV): 0.7529
Net charge: -1
Molecular weight (g mol⁻¹): 113.20
Multiplicity: 2
⟨S²⟩: 0.75
Max |F| (Eh/bohr): 0.016
Gap between HOMO and LUMO (spin up / spin down) (eV): 2.172 / 8.592
Highest occupied orbital energy (spin up / spin down) (eV): 1.44 / -5.08

***

Number 1: electronic energy -96512.024 eV. Number 2: electronic energy -90101.556 eV. Number 3: electronic energy -52143.256 eV. Number 4: electronic energy -27899.189 eV. Number 5: electronic energy -100759.188 eV. Number 6: electronic energy -57717.443 eV. Number 7: electronic energy -46129.655 eV. Number 8: electronic energy -8989.803 eV.